{"formula": "C36H72O12", "method": "ωB97M-V/def2-TZVPD", "lumo_energy_ev": 0.3, "smiles": "CC(C)=O.CC(C)=O.CC(C)=O.CC(C)=O.CC(C)=O.CC(C)=O.CC(C)=O.CC(C)=O.CC(C)=O.CC(C)=O.CC(C)=O.CC(C)=O", "spin_multiplicity": 1, "energy_ev": -63067.9873, "fmax_ev_per_a": 2.10, "relative_energy_ev": 1.4315, "symbols": ["C", "C", "O", "C", "H", "H", "H", "H", "H", "H", "C", "C", "O", "C", "H", "H", "H", "H", "H", "H", "C", "C", "O", "C", "H", "H", "H", "H", "H", "H", "C", "C", "O", "C", "H", "H", "H", "H", "H", "H", "C", "C", "O", "C", "H", "H", "H", "H", "H", "H", "C", "C", "O", "C", "H", "H", "H", "H", "H", "H", "C", "C", "O", "C", "H", "H", "H", "H", "H", "H", "C", "C", "O", "C", "H", "H", "H", "H", "H", "H", "C", "C", "O", "C", "H", "H", "H", "H", "H", "H", "C", "C", "O", "C", "H", "H", "H", "H", "H", "H", "C", "C", "O", "C", "H", "H", "H", "H", "H", "H", "C", "C", "O", "C", "H", "H", "H", "H", "H", "H"], "coordinates": [[-0.277, 3.567, 2.995], [-1.286, 4.698, 2.940], [-0.917, 5.822, 2.687], [-2.716, 4.348, 3.124], [0.711, 4.025, 2.970], [-0.265, 2.733, 2.296], [-0.430, 3.089, 3.973], [-3.370, 4.985, 2.525], [-3.006, 4.540, 4.162], [-2.959, 3.330, 2.836], [1.693, -4.502, 0.954], [0.691, -5.579, 0.600], [-0.474, -5.459, 0.899], [1.144, -6.737, -0.309], [1.868, -4.603, 2.029], [1.225, -3.530, 0.805], [2.622, -4.607, 0.399], [0.903, -7.711, 0.111], [2.226, -6.667, -0.406], [0.598, -6.577, -1.237], [-3.441, -0.683, -0.820], [-3.681, 0.805, -0.922], [-3.144, 1.598, -0.183], [-4.701, 1.291, -1.940], [-4.297, -1.228, -0.409], [-2.662, -0.858, -0.076], [-3.186, -1.161, -1.765], [-5.721, 1.101, -1.599], [-4.581, 0.711, -2.859], [-4.595, 2.345, -2.173], [1.775, -4.259, -2.371], [0.422, -4.314, -3.009], [-0.396, -3.439, -2.823], [0.148, -5.450, -3.965], [2.492, -4.934, -2.837], [1.614, -4.654, -1.360], [2.202, -3.263, -2.302], [0.860, -5.511, -4.782], [-0.869, -5.274, -4.312], [0.147, -6.385, -3.397], [0.289, -3.061, -6.308], [0.208, -1.545, -5.990], [1.051, -0.802, -6.433], [-0.962, -1.063, -5.202], [0.143, -3.139, -7.382], [-0.509, -3.528, -5.743], [1.299, -3.310, -5.992], [-1.935, -1.373, -5.592], [-0.938, 0.026, -5.147], [-0.978, -1.442, -4.176], [3.424, 3.873, -1.988], [3.361, 2.920, -0.824], [2.324, 2.698, -0.234], [4.558, 2.028, -0.590], [4.268, 3.597, -2.619], [3.589, 4.899, -1.646], [2.528, 3.891, -2.605], [4.225, 1.217, 0.059], [5.326, 2.572, -0.039], [4.866, 1.609, -1.545], [0.166, -0.393, -1.402], [0.280, -0.533, 0.082], [0.795, -1.503, 0.590], [-0.204, 0.614, 0.936], [0.797, 0.409, -1.785], [-0.868, -0.258, -1.716], [0.520, -1.324, -1.847], [0.352, 0.710, 1.866], [-1.241, 0.451, 1.230], [-0.126, 1.507, 0.316], [3.241, 0.272, -3.922], [3.672, 1.312, -4.912], [3.189, 2.414, -4.905], [4.788, 0.909, -5.891], [2.595, 0.680, -3.146], [4.038, -0.301, -3.447], [2.616, -0.432, -4.487], [4.393, 0.878, -6.903], [5.153, -0.083, -5.627], [5.598, 1.627, -5.777], [0.927, -2.272, 3.852], [0.346, -3.038, 5.010], [-0.169, -4.112, 4.835], [0.380, -2.420, 6.403], [1.892, -2.737, 3.624], [1.197, -1.237, 4.062], [0.297, -2.214, 2.967], [0.586, -1.352, 6.340], [1.102, -2.917, 7.045], [-0.643, -2.471, 6.777], [-0.498, 1.659, 6.754], [0.821, 2.142, 6.209], [1.343, 3.156, 6.616], [1.553, 1.207, 5.270], [-1.191, 1.422, 5.942], [-1.004, 2.418, 7.353], [-0.401, 0.771, 7.379], [0.795, 0.819, 4.589], [2.013, 0.463, 5.920], [2.312, 1.793, 4.759], [-2.560, 4.601, -3.083], [-1.167, 4.875, -2.533], [-0.329, 5.343, -3.260], [-0.924, 4.664, -1.055], [-2.508, 4.536, -4.166], [-3.187, 5.453, -2.805], [-3.038, 3.734, -2.632], [0.106, 4.984, -0.910], [-1.053, 3.625, -0.749], [-1.592, 5.271, -0.442], [-3.758, 0.793, 2.820], [-3.145, 0.251, 4.088], [-1.980, -0.084, 4.105], [-4.089, -0.130, 5.190], [-4.434, 1.640, 2.950], [-4.302, -0.007, 2.317], [-2.952, 1.159, 2.191], [-4.987, -0.649, 4.872], [-4.429, 0.817, 5.646], [-3.584, -0.577, 6.046]], "mulliken_charge": [0.274, 0.507, -0.612, -0.748, 0.469, -0.305, -0.136, 0.396, 0.355, -0.172, -0.612, 0.697, -0.602, -0.739, 0.478, -0.009, 0.421, 0.481, 0.267, -0.054, -1.107, 1.017, -0.391, -1.401, 0.475, 0.087, 0.381, 0.369, 0.368, 0.238, 0.037, 1.066, -0.509, -1.547, 0.422, -0.932, 0.219, 0.314, 0.350, 0.453, -0.834, 0.798, -0.591, -0.831, 0.446, 0.120, 0.195, 0.396, 0.392, -0.030, -1.142, 0.792, -0.407, -1.160, 0.320, 0.402, 0.276, 0.225, 0.350, 0.337, 0.562, -0.061, -0.795, 1.155, -0.084, -0.110, -0.368, 0.254, -0.779, -0.225, -0.247, 0.705, -0.535, -1.221, -0.262, 0.458, 0.142, 0.319, 0.327, 0.337, -0.010, 0.504, -0.588, -0.673, 0.414, -0.295, 0.022, -0.119, 0.373, 0.276, -0.615, 0.550, -0.609, -0.219, -0.172, 0.376, 0.341, -0.339, 0.459, 0.294, -0.557, 0.631, -0.589, -0.415, 0.358, 0.364, -0.281, 0.288, -0.161, 0.394, -0.607, 0.917, -0.194, -1.591, 0.543, 0.453, -0.493, 0.389, 0.382, 0.307]}